Entry from the Open Molecules 2025 dataset: one molecule with the formula C4HBrS at a distorted geometry (ωB97M-V/def2-TZVPD).

E_tot: -3124.998662 a.u.
orbital gap: 8.06 eV
LUMO energy: -1.09 eV
structure (SMILES): BrC1=CS2#CC=21
highest occupied orbital energy: -9.1 eV

CARTESIAN COORDINATES (ANGSTROEM)
C  -0.79  0.38  0.00
C  0.66  -2.10  -0.05
Br  -2.48  1.10  0.00
C  0.47  0.78  0.00
C  -0.37  -1.36  0.01
S  1.63  -0.57  0.03
H  0.89  1.76  0.00

***

Entry from the Open Molecules 2025 dataset: one molecule with the formula C9H13NO at a distorted geometry (ωB97M-V/def2-TZVPD).

E_tot: -480.688512 a.u.
orbital gap: 9.11 eV
LUMO energy: 0.12 eV
structure (SMILES): O=CC1=CCC[C@@H]2CC[C@H]1N2
highest occupied orbital energy: -9.0 eV

CARTESIAN COORDINATES (ANGSTROEM)
C  -0.51  -0.58  1.92
H  0.26  0.72  3.41
C  -0.22  -0.09  -0.61
H  -0.38  1.56  2.03
H  2.40  0.76  2.55
H  1.66  -1.07  0.89
C  1.38  1.83  -0.43
H  1.29  2.90  1.48
H  -1.99  -0.91  0.31
N  1.94  -0.15  0.67
C  -0.97  -0.55  0.49
C  -0.83  -0.02  -1.95
H  0.11  -1.47  2.05
H  2.16  2.15  -1.12
H  -1.37  -0.73  2.60
H  2.91  2.35  0.98
H  -0.29  0.37  -2.78
C  1.65  0.80  1.74
C  1.83  2.10  1.01
O  -1.92  -0.53  -2.22
C  1.25  0.31  -0.55
C  0.21  0.73  2.33
H  0.44  2.34  -0.63
H  1.72  -0.13  -1.44